1.
Here is the ion C6H14NO with charge +1 in a non-equilibrium geometry from OMol25. Energies are from ωB97M-V/def2-TZVPD.

Summary:
HOMO level (spin up / spin down): -0.518 / -0.518 Eh
E: -9976.091 eV
net charge: +1
Kohn-Sham gap (spin up / spin down): 8.189 / 8.191 eV
E_LUMO (spin up / spin down): -5.91 / -5.91 eV
relative energy (zero: lowest compared OMol25 entry of this formula, charge and spin): 4.154 eV

Cartesian coordinates (Å):
C 0.0395 1.7212 0.3924
C -2.4006 0.0021 -0.1777
C 2.5719 0.1725 -0.4514
C 0.1187 0.3002 -0.1319
C -1.0300 -1.9252 -0.1506
C -1.0583 -0.5661 0.3657
N 1.4247 -0.3422 0.3341
O 1.4271 -1.6712 0.2511
H -0.0138 1.7362 1.4801
H 0.8945 2.3132 0.0796
H -0.8376 2.2238 0.0008
H -2.3451 0.1706 -1.2497
H -3.2200 -0.6836 0.0293
H -2.6148 0.9414 0.3316
H 2.6509 1.2550 -0.3937
H 2.4505 -0.1529 -1.4844
H 3.4800 -0.2832 -0.0591
H 0.1453 0.2791 -1.2258
H 1.5511 -0.0532 1.3231
H -1.2634 -2.7674 0.4803
H -0.8801 -2.1133 -1.2032
H -1.0906 -0.5571 1.4594

***

2.
Here is a cluster of 2 separate species, C6H14NO2P in total in a non-equilibrium geometry from OMol25. Energies are from ωB97M-V/def2-TZVPD.

Summary:
HOMO level: -0.361 Eh
E: -21319.555 eV
Kohn-Sham gap: 10.496 eV
E_LUMO: 0.68 eV
relative energy (zero: lowest compared OMol25 entry of this formula, charge and spin): 3.636 eV

Cartesian coordinates (Å):
C -2.7212 0.9463 -0.8202
C -1.2009 0.5886 -1.1882
P -0.4219 -0.3428 0.2485
C 0.4780 -1.7412 -0.4698
O -1.3894 -0.8206 1.3094
C 0.9953 0.6967 0.9474
C 1.8838 1.2855 -0.1526
H -3.2875 1.1997 -1.8171
H -3.2304 0.0485 -0.4565
H -2.7236 1.7785 -0.2262
H -0.7627 1.5579 -1.3633
H -1.2340 0.0095 -2.0526
H -0.3031 -2.4005 -0.8809
H 1.1766 -1.4898 -1.3420
H 0.9264 -2.1387 0.4055
H 0.6217 1.5491 1.6831
H 1.5329 0.1310 1.7068
H 1.7209 0.7066 -1.1136
H 1.5622 2.2879 -0.1846
H 2.9094 1.2067 0.3347
C 0.6161 -2.7432 2.2012
N 1.4092 -3.2576 2.8873
O 2.4146 -3.7823 3.2406
H -0.3252 -2.3609 2.1379

***

3.
Here is a cluster of 2 separate species, C6H14NO4S in total in a non-equilibrium geometry from OMol25. Energies are from ωB97M-V/def2-TZVPD.

Summary:
HOMO level: -0.178 Eh
E: -26965.833 eV
net charge: -1
Kohn-Sham gap: 8.115 eV
E_LUMO: 3.28 eV
relative energy (zero: lowest compared OMol25 entry of this formula, charge and spin): 0.000 eV

Cartesian coordinates (Å):
C 1.5078 -3.6690 0.1784
C 1.3847 -2.1612 0.4659
N 2.3542 -1.3793 0.1798
C 0.1374 -1.5196 1.1302
S -1.3146 -2.1518 0.1745
O -1.5653 -3.5129 0.6945
O -0.8514 -2.1456 -1.2248
O -2.5323 -1.3054 0.4340
H 0.5868 -4.1169 -0.2486
H 2.3134 -3.8621 -0.5675
H 1.7584 -4.2511 1.0965
H 3.0967 -1.9516 -0.2382
H 0.1222 -1.8797 2.1804
H 0.1449 -0.4204 1.0693
C -0.2568 3.9760 0.1611
C -0.1656 2.5270 -0.2976
C -0.9765 2.2936 -1.5629
O -0.6398 1.6694 0.7324
H -1.2922 4.2456 0.3908
H 0.3214 4.1255 1.0754
H 0.1189 4.6583 -0.6054
H 0.8789 2.2645 -0.4776
H -2.0356 2.5067 -1.3898
H -0.9091 1.2491 -1.8721
H -0.6226 2.9258 -2.3816
H -1.5640 1.8852 0.9027